No. 1
Molecular formula: C24H34AsF6MoN4O7S4
Method: DFT, the ωB97M-V functional and the def2-TZVPD basis

Element x y z (Å)
Mo 0.0346 0.8808 -0.6907
C 4.2304 -1.4302 0.6666
C 3.2152 -0.5798 -0.0701
S 1.6087 -0.5504 0.7359
C 3.5578 0.0685 -1.2042
C 4.9167 0.0263 -1.8343
S 2.3654 1.0497 -2.1077
H 3.7999 -1.8794 1.5609
H 5.0891 -0.8327 0.9837
H 4.5967 -2.2471 0.0372
H 5.6185 -0.5864 -1.2663
H 5.3454 1.0288 -1.9063
H 4.8671 -0.3902 -2.8449
F -3.6042 -0.5215 -4.0823
C -2.9406 0.6050 -4.3451
F -1.7624 0.2839 -4.8791
F -3.6299 1.2993 -5.2523
S -2.7319 1.5875 -2.8014
O -1.9177 0.7386 -1.9530
O -4.0694 1.8149 -2.3597
N -2.0788 2.9116 -3.3689
S -0.6129 3.4249 -3.1168
O -0.5132 4.8391 -3.2785
O 0.0756 2.8988 -1.9403
C 0.2603 2.7758 -4.6291
F -0.5642 2.8227 -5.6792
F 0.6701 1.5233 -4.4809
F 1.3219 3.5400 -4.9025
C 1.9040 2.8587 4.2980
N 2.0561 3.0192 2.8657
C 2.9284 3.9110 2.3487
C 3.0541 4.0625 1.0245
C 2.2441 3.2509 0.1473
N 1.3830 2.3218 0.6708
C 1.2594 2.2049 2.0389
O 0.5030 1.4284 2.5913
N 2.3939 3.4992 -1.1551
H 2.5756 3.5437 4.8133
H 2.1432 1.8371 4.5902
H 0.8787 3.0739 4.5958
H 3.5133 4.5085 3.0354
H 3.7392 4.7924 0.6197
H 3.0692 4.1824 -1.4448
H 1.8057 2.9830 -1.8842
C -3.5697 0.0601 1.2828
As -1.8244 -0.7558 0.9344
C -2.7376 -2.2605 -0.0480
C -1.5582 -1.6408 2.7033
C -2.7217 -2.3734 3.2969
C -3.3955 -1.8475 4.3980
C -4.4719 -2.5144 4.9667
C -4.8916 -3.7303 4.4488
C -4.2205 -4.2744 3.3620
C -3.1465 -3.6046 2.7956
H -4.2799 -0.6933 1.6208
H -3.9269 0.5114 0.3577
H -3.4708 0.8346 2.0435
H -3.6485 -2.5526 0.4732
H -2.1055 -3.1304 -0.1714
H -3.0126 -1.8786 -1.0332
H -1.2814 -0.8058 3.3501
H -0.6918 -2.3015 2.6381
H -3.0792 -0.8979 4.8138
H -4.9839 -2.0832 5.8184
H -5.7303 -4.2531 4.8914
H -4.5339 -5.2285 2.9559
H -2.6242 -4.0534 1.9612
C 1.9492 -2.6494 -2.2137
C 1.2429 -2.8957 -0.9049
C -0.1025 -2.2305 -1.1309
O 0.0898 -1.0945 -2.0468
C 1.4505 -1.2662 -2.5626
H 1.6179 -3.3768 -2.9724
H 3.0365 -2.7019 -2.1482
H 1.7727 -2.3574 -0.1068
H 1.1552 -3.9576 -0.6546
H -0.5856 -1.8691 -0.2204
H -0.7600 -2.9341 -1.6451
H 2.0368 -0.4978 -2.0529
H 1.4241 -1.1325 -3.6445
O -1.0202 1.8582 0.2977

Calculated values
- Energy relative to the best compared isomer or geometry (same formula, charge and spin): 152.4 kcal/mol
- Kohn-Sham gap (alpha / beta): 5.85 / 5.87 eV
- Spin multiplicity: 3
- HOMO energy (alpha / beta): -3.325 / -3.345 eV
- Net charge: -1
- Strongest force on any atom: 4.284 eV/A
- Calculated total energy: -168070.1745 eV

Here are the Löwdin charges for atoms 1 to 6, given in e: 1.31 -0.14 -0.66 0.70 -0.65 -0.12



No. 2
Molecular formula: C24H34BIKN2O6
Method: DFT, the ωB97M-V functional and the def2-TZVPD basis

Element x y z (Å)
C 4.3875 1.9538 1.7636
C 3.6634 1.2467 0.5505
C 2.1107 1.5965 0.4444
C 1.4183 1.8807 1.8398
C 1.3967 0.4639 -0.3723
C 0.9760 0.6715 -1.7744
C 1.1572 2.0144 -2.5368
C -0.1813 2.8241 -2.7062
C -0.8575 3.2405 -1.3296
C -2.4210 3.2371 -1.4696
C -3.1359 3.9021 -0.2192
N -3.2044 2.9282 0.9239
C 0.3326 -0.4160 -2.5266
B -0.1557 -0.2589 -4.0501
O 0.8437 -0.6744 -5.0498
O -1.4447 0.2381 -4.4136
C -2.3976 -0.8174 -4.7511
C 0.0534 -1.7305 -1.9340
O -0.5863 -2.7457 -2.6443
C 0.4465 -1.9327 -0.5566
C 1.1077 -0.8566 0.2048
C 1.4461 -1.2310 1.6914
O 2.4435 -0.8859 2.2628
C 0.3775 -2.1526 2.3782
C 0.0771 -1.8418 3.8763
C 0.4450 -3.0091 4.8859
N 1.4108 -3.9974 4.3505
C -0.2377 -3.1388 1.6711
C -1.3114 -4.0820 2.2730
C -2.7351 -3.4107 2.0810
O -3.1292 -3.2553 0.9679
I -3.9747 -2.8036 3.7412
C 0.1423 -3.2920 0.1645
O 0.2314 -4.3511 -0.3964
H 5.4926 1.8454 1.5807
H 4.1773 3.0587 1.8032
H 4.1096 1.4443 2.7204
H 3.8705 0.1490 0.5155
H 4.1303 1.6937 -0.3771
H 2.0666 2.5674 -0.1206
H 1.3788 2.9839 2.0618
H 1.9316 1.4107 2.7095
H 0.3574 1.5259 1.7962
H 1.5717 1.8523 -3.5779
H 1.8946 2.7065 -2.0463
H 0.0510 3.7820 -3.2553
H -0.9676 2.3094 -3.3132
H -0.5422 4.3079 -1.1473
H -0.5091 2.5994 -0.4732
H -2.8638 2.2150 -1.5859
H -2.7671 3.8330 -2.3622
H -4.2067 4.1310 -0.4864
H -2.5826 4.8347 0.0515
H -3.9500 2.2831 0.6489
H -3.4975 3.4668 1.7412
H 1.1774 0.1726 -5.4335
H -2.8554 -1.2516 -3.8276
H -3.2269 -0.3532 -5.3365
H -1.8735 -1.6113 -5.3599
H -1.5058 -2.4979 -2.8367
H 0.6448 -0.9235 4.1661
H -1.0156 -1.6214 3.9639
H -0.5344 -3.4974 5.1785
H 0.8052 -2.5151 5.8300
H 0.8772 -4.7304 3.8738
H 1.8501 -4.4075 5.1820
H -1.1248 -4.3965 3.3263
H -1.3021 -5.0294 1.6617
K 0.2436 -1.6513 -6.6119

Calculated values
- Energy relative to the best compared isomer or geometry (same formula, charge and spin): 0.0 kcal/mol
- Kohn-Sham gap: 7.37 eV
- HOMO energy: -11.089 eV
- Net charge: +1
- Strongest force on any atom: 8.207 eV/A
- Calculated total energy: -65798.7183 eV

Here are the Löwdin charges for atoms 1 to 6, given in e: -0.11 -0.21 -0.29 -0.07 -0.04 -0.07



No. 3
Molecular formula: C24H34Br12N2O4
Method: DFT, the ωB97M-V functional and the def2-TZVPD basis

Element x y z (Å)
Br -2.6011 -1.4666 0.7387
C -3.1541 -3.2965 0.2573
C -3.5491 -3.3102 -1.2250
Br -1.9249 -3.1122 -2.3669
H -3.9480 -3.5695 0.9524
H -2.3354 -4.0126 0.3286
H -4.1871 -2.4769 -1.5193
H -3.9851 -4.2504 -1.5627
Br 4.2576 -4.7378 -1.6830
C 2.5505 -4.4990 -2.6788
C 1.5360 -5.4353 -2.3882
Br 2.3297 -7.3111 -2.7943
H 2.8549 -4.5312 -3.7249
H 2.0971 -3.5138 -2.5697
H 0.8118 -5.2724 -3.1864
H 1.0236 -5.3534 -1.4297
Br 0.4266 -1.5082 4.2457
C 1.8161 -0.0007 4.3901
C 2.7161 -0.3476 5.5664
Br 4.1082 0.9652 6.0603
H 1.1733 0.8783 4.4372
H 2.3363 0.0364 3.4330
H 3.2098 -1.2338 5.1677
H 2.0813 -0.6117 6.4122
Br 0.6788 -4.5914 1.5637
C 2.5306 -5.1107 1.9122
C 3.2656 -4.0617 2.6842
Br 3.5025 -2.4326 1.6330
H 3.0479 -5.1240 0.9529
H 2.4782 -6.1090 2.3467
H 4.3070 -4.3343 2.8555
H 2.9359 -4.0268 3.7226
Br -0.1421 0.8760 0.5339
C 0.9492 -0.7205 0.5596
C 0.7721 -1.4358 -0.8058
Br 1.6617 -0.3294 -2.2451
H 0.7639 -1.3688 1.4160
H 1.9516 -0.2926 0.5421
H -0.2701 -1.5344 -1.1094
H 1.2544 -2.4117 -0.8615
Br -0.3421 3.2406 4.3977
C -2.0609 2.3550 4.6734
C -2.1180 1.4235 3.5006
Br -3.9309 0.4506 3.4907
H -2.8469 3.0890 4.8512
H -2.0018 1.7079 5.5485
H -1.3409 0.6592 3.5087
H -2.1243 1.8625 2.5029
C -3.5612 2.1958 -2.1611
C -2.2119 2.1623 -2.0183
C -1.4115 1.4889 -2.9275
C -1.8550 0.8714 -4.0939
C -3.2468 0.8724 -4.2884
C -4.0638 1.4917 -3.3472
N -0.9851 0.1260 -5.0148
O -1.2433 -1.0788 -5.2380
O 0.0032 0.7097 -5.2431
H -4.1963 2.5913 -1.3822
H -1.8438 2.6617 -1.1343
H -0.3431 1.4528 -2.7737
H -3.6156 0.4464 -5.2097
H -5.1314 1.5086 -3.5091
C 2.1589 4.4837 -0.3370
C 2.3549 5.8654 -0.3044
C 1.3934 6.6909 -0.9122
C 0.1885 6.1350 -1.4861
C 0.1464 4.7410 -1.6814
C 1.0611 3.8829 -1.1156
N -0.9093 7.0683 -1.6926
O -0.7888 8.2891 -1.4298
O -1.9535 6.4909 -2.0180
H 2.6718 3.8116 0.3350
H 3.1789 6.4083 0.1345
H 1.4497 7.7645 -0.8099
H -0.6964 4.2318 -2.1249
H 0.8840 2.8262 -1.2514

Calculated values
- Kohn-Sham gap (alpha / beta): 8.90 / 2.58 eV
- Spin multiplicity: 2
- HOMO energy (alpha / beta): -11.739 / -11.738 eV
- Net charge: +1
- Strongest force on any atom: 4.007 eV/A
- Calculated total energy: -877102.8362 eV

Here are the Löwdin charges for atoms 1 to 6, given in e: 0.82 -0.56 -0.60 0.71 0.08 0.04



No. 4
Molecular formula: C24H34ClF3O10S3
Method: DFT, the ωB97M-V functional and the def2-TZVPD basis

Element x y z (Å)
O 1.7468 -7.1366 1.9315
C 1.0576 -6.3278 1.3458
C -0.2335 -6.6544 0.7008
C -0.6437 -5.9349 -0.3482
C -1.9625 -6.2120 -1.0187
C -2.5419 -5.0227 -1.7951
O -3.9596 -5.0159 -1.6859
C -4.4841 -3.9961 -0.8960
C -4.6548 -4.4112 0.5583
F -3.5522 -4.1649 1.2924
F -5.6668 -3.7176 1.1161
F -4.9318 -5.7144 0.6844
C 0.2443 -4.8527 -0.8528
O 0.2777 -4.5390 -2.0317
C 1.1058 -4.1865 0.1651
C 1.4716 -2.7575 -0.0675
C 0.6155 -1.8823 0.8177
O 0.9514 -1.5461 1.9220
Cl -0.9591 -1.4060 0.1484
C 1.4892 -4.9101 1.2163
H -0.8273 -7.4672 1.0793
H -1.8997 -7.0896 -1.6486
H -2.6727 -6.4191 -0.2278
H -2.2794 -5.0887 -2.8434
H -2.1218 -4.0935 -1.4239
H -5.4765 -3.7571 -1.2621
H -3.8945 -3.0831 -0.9204
H 1.3468 -2.4825 -1.1054
H 2.4928 -2.5917 0.2501
H 2.1355 -4.4910 1.9690
O 4.2239 -0.5995 -0.6862
S 3.2309 0.4202 -0.4463
O 1.8877 0.2863 -0.9666
C 3.1316 0.7611 1.3034
C 4.1539 1.8733 1.5249
C 3.9775 2.8443 0.3530
C 3.9051 2.0139 -0.9309
H 3.3403 -0.1439 1.8685
H 2.1167 1.1039 1.5049
H 3.9958 2.3668 2.4776
H 5.1674 1.4631 1.5157
H 3.0462 3.3991 0.4791
H 4.7874 3.5709 0.3034
H 3.2498 2.4558 -1.6781
H 4.8885 1.8340 -1.3606
O -1.5873 2.8262 -0.6318
S -1.0394 3.4159 -1.8256
O -0.2304 4.6114 -1.7428
C -0.1711 2.1635 -2.7587
C -1.2399 1.5594 -3.6619
C -2.0543 2.7458 -4.1996
C -2.3718 3.6611 -3.0093
H 0.2807 1.4531 -2.0707
H 0.6017 2.6672 -3.3397
H -0.7956 0.9747 -4.4655
H -1.8843 0.8967 -3.0803
H -1.4593 3.2913 -4.9346
H -2.9675 2.4199 -4.6952
H -2.4046 4.7121 -3.2844
H -3.2988 3.3791 -2.5144
O 2.1353 3.3970 3.4941
S 0.8276 3.4880 2.8877
O 0.1999 2.3291 2.3091
C -0.2849 4.2620 4.0549
C -0.1500 5.7542 3.7692
C -0.1390 5.8871 2.2398
C 0.8332 4.8351 1.6951
H 0.0026 3.9761 5.0638
H -1.2889 3.9025 3.8322
H -0.9650 6.3187 4.2191
H 0.7882 6.1293 4.1839
H -1.1396 5.6974 1.8479
H 0.1526 6.8868 1.9227
H 0.5225 4.4465 0.7267
H 1.8515 5.2160 1.6371

Calculated values
- Kohn-Sham gap: 8.85 eV
- HOMO energy: -10.019 eV
- Strongest force on any atom: 1.752 eV/A
- Calculated total energy: -99093.7983 eV

Here are the Löwdin charges for atoms 1 to 6, given in e: 0.11 -0.36 0.07 -0.12 -0.08 -0.18